Model 1:
Computed, not measured: the ion C4H9N2 with charge +1, with ωB97M-V/def2-TZVPD.

Cartesian coordinates (Å):
N1 -1.18 0.44 -0.67
N2 1.92 -0.79 -0.81
C1 -2.53 0.74 -0.75
C2 1.25 0.11 0.11
C3 0.86 -0.40 1.50
C4 -0.06 0.38 -0.41
H1 1.86 -0.51 1.99
H2 0.29 0.48 1.92
H3 1.44 -1.65 -0.57
H4 -2.57 1.75 -0.83
H5 0.16 -1.33 1.53
H6 2.86 -0.84 -1.07
H7 1.73 1.17 -0.02
H8 -3.21 0.20 -0.12
H9 -2.84 0.25 -1.78

HOMO level in eV: -14.153
2S+1: 1
SMILES: C[N+]#C[C@@H](C)N
Charge: +1

Atomic partial charges in e from the Mulliken method, atoms 1 to 8: 0.11, -0.50, -0.68, 0.13, -1.08, 0.20, 0.33, 0.37

=====

Model 2:
Computed, not measured: the ion C4H9N2 with charge +1, with ωB97M-V/def2-TZVPD.

Cartesian coordinates (Å):
N1 0.11 1.34 -0.18
N2 -1.70 -0.38 -0.10
C1 2.00 -0.07 0.10
C2 -0.28 -0.98 0.03
C3 3.17 -0.34 -0.11
C4 0.61 0.13 0.53
H1 -2.18 -0.19 0.79
H2 4.23 -0.49 -0.21
H3 -0.31 -1.71 0.82
H4 0.44 0.34 1.63
H5 -1.52 0.51 -0.59
H6 0.72 1.63 -0.99
H7 0.06 -1.30 -1.02
H8 0.33 2.19 0.35
H9 -2.18 -1.14 -0.76

HOMO level in eV: -13.928
2S+1: 1
SMILES: C#C[C@@H](N)C[NH3+]
Charge: +1

Atomic partial charges in e from the Mulliken method, atoms 1 to 8: -0.75, -0.34, -0.96, -0.86, 0.09, 0.57, 0.33, 0.45

=====

It is model 2 that is most stable; the runner-up trails by 13.4 kJ/mol.

=====

Model 1:
Computed, not measured: the ion C4H9N2 with charge +1, with ωB97M-V/def2-TZVPD.

Cartesian coordinates (Å):
N1 0.52 0.16 -0.42
N2 -0.16 -0.51 0.53
C1 -1.08 -0.15 1.49
C2 1.73 0.91 -0.02
C3 -1.41 -1.11 0.40
C4 0.39 -0.03 -1.91
H1 1.30 1.77 0.53
H2 -1.79 0.64 1.28
H3 -1.02 -0.28 2.60
H4 -0.66 -0.35 -2.16
H5 1.10 0.12 -2.65
H6 -1.54 -2.21 0.63
H7 -2.05 -0.70 -0.35
H8 2.30 0.42 0.86
H9 2.39 1.32 -0.81

HOMO level (spin up / spin down) in eV: -14.365 / -14.366
2S+1: 1
SMILES: C=[N+](C)N1CC1
Charge: +1

Atomic partial charges in e from the Mulliken method, atoms 1 to 8: 0.24, -0.06, -0.38, -0.77, -0.46, -0.19, 0.35, 0.29

=====

Model 2:
Computed, not measured: the ion C4H9N2 with charge +1, with ωB97M-V/def2-TZVPD.

Cartesian coordinates (Å):
N1 0.53 -0.46 -0.21
N2 -0.23 -1.62 -0.68
C1 1.12 -0.76 1.08
C2 -1.00 -0.76 -0.27
C3 -2.31 -0.05 0.25
C4 1.16 0.33 -1.20
H1 -2.97 -0.85 0.23
H2 0.44 -1.24 1.73
H3 0.86 -0.11 -2.12
H4 1.03 1.39 -1.19
H5 1.31 0.13 1.61
H6 1.98 -1.37 0.98
H7 -2.49 0.74 -0.53
H8 -2.00 0.37 1.20
H9 2.17 0.42 -0.91

HOMO level in eV: -15.828
2S+1: 1
SMILES: CC1=N[N+]1(C)C
Charge: +1

Atomic partial charges in e from the Mulliken method, atoms 1 to 8: 0.34, -0.49, -0.95, 0.48, -0.75, -0.90, 0.35, 0.36

=====

Model 3:
Computed, not measured: a structure of composition C4H9N2, with ωB97M-V/def2-TZVPD.

Cartesian coordinates (Å):
N1 -0.59 -2.16 -0.57
N2 -0.15 -0.25 0.04
C1 -1.18 -1.32 0.17
C2 0.58 -1.30 -0.76
C3 -0.44 0.88 -0.77
C4 0.34 0.08 1.39
H1 1.26 0.63 1.39
H2 1.52 -1.72 -0.26
H3 0.58 -0.94 1.86
H4 -0.94 1.62 -0.22
H5 -0.52 0.64 1.75
H6 -1.07 0.42 -1.61
H7 0.68 -1.29 -2.50
H8 0.48 1.35 -1.02
H9 -2.17 -1.14 0.40

HOMO level in eV: -15.868
2S+1: 1
Charge: +1

Atomic partial charges in e from the Mulliken method, atoms 1 to 8: -0.32, 0.04, 0.04, -0.41, -0.86, -0.85, 0.35, 0.32

=====

It is model 2 that is most stable; the runner-up trails by 146.0 kJ/mol.

=====

Model 1:
Computed, not measured: the ion C4H9N2 with charge +1, with ωB97M-V/def2-TZVPD.

Cartesian coordinates (Å):
N1 -1.08 0.25 -0.52
N2 0.59 -0.99 0.12
C1 -0.05 0.30 0.48
C2 -2.27 -0.14 -0.03
C3 1.28 1.02 -0.02
C4 1.85 -0.34 -0.32
H1 1.70 1.62 0.69
H2 -2.70 0.88 -0.25
H3 0.98 1.60 -0.88
H4 -2.65 -1.06 -0.55
H5 2.15 -0.52 -1.34
H6 -0.44 0.48 1.58
H7 0.28 -1.83 -0.30
H8 -2.28 -0.31 1.06
H9 2.65 -0.96 0.27

HOMO level (spin up / spin down) in eV: -15.494 / -14.767
2S+1: 1
Charge: +1

Atomic partial charges in e from the Mulliken method, atoms 1 to 8: -0.29, -0.14, 0.28, -0.62, -0.63, -0.44, 0.34, 0.33

=====

Model 2:
Computed, not measured: a cluster of 2 separate species, C4H9N2 in total, with ωB97M-V/def2-TZVPD.

Cartesian coordinates (Å):
N1 -1.20 0.67 0.08
N2 0.19 -1.75 -0.08
C1 0.01 0.57 0.05
C2 1.24 1.01 0.80
C3 1.24 0.90 -0.75
C4 -2.45 0.45 0.00
H1 -2.73 -0.55 0.42
H2 1.20 -1.81 -0.33
H3 -3.05 1.13 -0.40
H4 0.21 -2.00 0.91
H5 1.72 0.20 1.37
H6 -0.19 -2.61 -0.53
H7 1.21 1.97 1.09
H8 0.97 1.75 -1.35
H9 1.64 0.09 -1.28

HOMO level in eV: -14.591
2S+1: 1
Charge: +1

Atomic partial charges in e from the Mulliken method, atoms 1 to 8: -0.07, -0.80, 0.70, -0.53, -0.58, -0.20, 0.24, 0.28

=====

It is model 2 that is most stable; the runner-up trails by 173.3 kJ/mol.

=====

Model 1:
Computed, not measured: a cluster of 2 separate species, C4H9N2 in total, with ωB97M-V/def2-TZVPD.

Cartesian coordinates (Å):
N1 0.63 0.00 -0.03
N2 2.89 0.41 0.55
C1 1.58 0.56 0.73
C2 0.81 -0.93 -1.17
C3 -2.44 0.22 0.55
C4 -3.61 0.34 0.16
H1 -0.09 -0.54 -1.80
H2 -1.38 0.17 0.84
H3 -4.19 -0.39 -0.46
H4 1.66 -0.98 -1.68
H5 3.38 -0.28 -0.08
H6 1.12 1.30 1.38
H7 3.56 0.77 1.28
H8 -4.25 1.12 0.54
H9 0.32 -1.79 -0.81

HOMO level in eV: -12.043
2S+1: 1
Charge: +1

Atomic partial charges in e from the Mulliken method, atoms 1 to 8: -0.41, -0.41, 0.09, -1.00, 0.39, -0.65, 0.24, 0.57

=====

Model 2:
Computed, not measured: a cluster of 2 separate species, C4H9N2 in total, with ωB97M-V/def2-TZVPD.

Cartesian coordinates (Å):
N1 1.80 -0.57 -1.07
N2 0.67 0.18 -0.39
C1 0.02 -1.63 1.16
C2 1.99 0.55 -0.61
C3 0.13 -0.13 0.92
C4 -0.71 1.19 -2.12
H1 -1.01 0.28 0.81
H2 -0.54 -1.86 2.08
H3 -0.39 -2.17 0.29
H4 2.71 1.40 -0.28
H5 1.06 -1.99 1.26
H6 0.57 0.45 1.71
H7 -0.78 2.10 -1.51
H8 -1.38 0.33 -2.13
H9 0.19 1.09 -2.75

HOMO level (spin up / spin down) in eV: -14.685 / -14.683
2S+1: 1
Charge: +1

Atomic partial charges in e from the Mulliken method, atoms 1 to 8: -0.37, -0.04, -1.11, 0.32, -0.30, -0.27, 0.21, 0.36

=====

Model 3:
Computed, not measured: the ion C4H9N2 with charge +1, with ωB97M-V/def2-TZVPD.

Cartesian coordinates (Å):
N1 -1.36 0.29 0.28
N2 -0.25 -0.51 0.29
C1 -2.16 1.02 0.98
C2 2.03 -0.49 -0.54
C3 -1.07 -0.42 -0.90
C4 1.09 0.00 0.51
H1 -1.47 -1.36 -1.18
H2 -1.79 1.33 1.89
H3 0.98 1.06 0.73
H4 -0.95 0.36 -1.77
H5 -3.31 1.22 0.77
H6 2.09 -1.58 -0.59
H7 1.79 -0.20 -1.55
H8 3.02 -0.25 -0.46
H9 1.35 -0.48 1.54

HOMO level in eV: -15.057
2S+1: 1
SMILES: C=[N+]1CN1CC
Charge: +1

Atomic partial charges in e from the Mulliken method, atoms 1 to 8: 0.12, -0.17, -0.09, -1.20, -0.21, -0.27, 0.28, 0.29

=====

Model 4:
Computed, not measured: the ion C4H9N2 with charge +1, with ωB97M-V/def2-TZVPD.

Cartesian coordinates (Å):
N1 2.20 -0.31 -0.12
N2 -0.44 -0.66 -0.02
C1 -2.67 0.21 0.01
C2 0.89 -0.93 -0.08
C3 2.50 0.95 0.07
C4 -1.21 0.33 -0.22
H1 -0.78 1.24 -0.40
H2 -2.77 1.11 0.59
H3 -2.95 -0.68 0.61
H4 1.74 1.55 0.39
H5 3.02 -0.95 -0.22
H6 -3.41 0.35 -0.87
H7 1.17 -1.93 0.23
H8 3.58 1.30 -0.10
H9 -0.88 -1.58 0.12

HOMO level (spin up / spin down) in eV: -11.774 / -11.776
2S+1: 1
Charge: +1

Atomic partial charges in e from the Mulliken method, atoms 1 to 8: -0.10, -0.12, -0.99, -0.18, -0.27, 0.10, 0.40, 0.28

=====

It is model 4 that is most stable; the runner-up trails by 80.2 kJ/mol.

=====

Model 1:
Computed, not measured: an isolated molecule of C5H8O4, with ωB97M-V/def2-TZVPD.

Cartesian coordinates (Å):
O1 -0.08 -2.12 -0.31
O2 2.52 0.41 -0.17
O3 2.11 -1.49 0.95
O4 -2.43 0.84 1.35
C1 -0.61 0.24 -0.14
C2 -0.55 1.53 -0.91
C3 -1.47 0.00 0.87
C4 1.77 -0.54 0.04
C5 0.40 -0.80 -0.60
H1 -2.51 1.61 0.77
H2 -1.01 1.41 -1.89
H3 0.52 -0.77 -1.69
H4 0.44 -2.41 0.47
H5 -1.49 -0.94 1.42
H6 -1.06 2.35 -0.40
H7 0.48 1.86 -1.05
H8 2.97 -1.18 1.30

HOMO level in eV: -8.782
2S+1: 1
SMILES: C/C(=C\O)[C@H](O)C(=O)O

Atomic partial charges in e from the Mulliken method, atoms 1 to 8: -0.58, -0.58, -0.51, -0.51, 0.37, -1.47, -0.12, 0.55

=====

Model 2:
Computed, not measured: an isolated molecule of C5H8O4, with ωB97M-V/def2-TZVPD.

Cartesian coordinates (Å):
O1 1.68 0.35 -1.67
O2 -1.08 -0.45 -0.98
O3 -0.83 -0.72 1.31
O4 0.77 2.05 0.63
C1 0.47 0.95 0.25
C2 -1.00 0.17 0.39
C3 -2.13 1.17 0.56
C4 1.36 0.01 -0.45
C5 1.78 -1.27 0.14
H1 -3.07 0.61 0.59
H2 -2.15 1.88 -0.26
H3 2.20 -1.96 -0.59
H4 0.91 -1.69 0.66
H5 -2.00 1.70 1.50
H6 -1.45 -1.33 -0.84
H7 2.52 -1.04 0.91
H8 2.02 -0.42 -2.17

HOMO level (spin up / spin down) in eV: -8.126 / -8.129
2S+1: 1

Atomic partial charges in e from the Mulliken method, atoms 1 to 8: -0.35, -0.58, -0.79, -0.54, 0.03, 1.12, -1.36, 0.76

=====

It is model 1 that is most stable; the runner-up trails by 259.7 kJ/mol.